# 1
{"formula": "C61H49BrN3O5P3SW", "method": "ωB97M-V/def2-TZVPD", "symbols": ["H", "C", "C", "H", "H", "H", "H", "C", "C", "H", "H", "H", "C", "O", "N", "H", "H", "C", "C", "H", "N", "C", "C", "H", "H", "C", "H", "H", "H", "C", "O", "C", "H", "H", "C", "P", "H", "H", "H", "C", "C", "C", "P", "H", "H", "H", "N", "C", "C", "C", "C", "Br", "C", "H", "H", "C", "C", "H", "H", "H", "C", "H", "C", "C", "C", "C", "H", "C", "H", "O", "C", "H", "C", "C", "C", "H", "H", "H", "C", "C", "C", "H", "H", "C", "H", "H", "C", "H", "P", "H", "H", "O", "H", "C", "C", "C", "C", "H", "C", "C", "C", "C", "C", "C", "C", "C", "C", "C", "C", "C", "W", "H", "C", "H", "S", "O", "C", "C", "C", "H", "C", "H", "C", "C"], "positions_angstrom": [[-0.20636, -4.73496, 4.43286], [3.69190, 2.57743, 3.43406], [-3.29993, -1.80308, 1.35744], [-1.88038, -4.96182, -2.00131], [1.11882, -3.34393, 2.90063], [-4.43084, 3.58303, -5.65333], [-0.51393, -1.11485, -2.37717], [-2.33991, -3.12646, -1.05747], [1.98201, 0.86783, 3.43107], [2.00196, 2.53739, 0.72307], [4.56227, 3.03022, 2.97941], [0.64943, 0.75652, -4.35849], [-4.67075, -1.74428, 1.09989], [-1.18621, 2.59328, 3.50686], [0.50314, 2.78132, 2.02398], [-1.88271, -3.70763, 5.91722], [-2.33162, -1.27393, 5.74653], [0.35481, -1.78365, -2.36534], [1.53937, -0.97720, -2.76622], [5.99456, -0.70897, 0.57643], [0.99729, 2.33739, 0.76665], [6.34857, 0.50995, -1.14312], [0.96820, 1.72692, -4.00946], [6.42493, 1.73570, -2.90086], [0.47658, 3.78599, 2.16192], [-3.91842, 1.48126, -0.53190], [4.69769, -3.25038, 4.71804], [-3.32826, -4.22670, 3.70688], [2.30924, -2.26839, -5.76504], [-1.96665, -3.89107, -2.09914], [3.26068, -0.94779, 0.26628], [1.49175, 1.37581, 4.62708], [-1.62079, -3.94476, -4.21497], [2.15090, 5.18742, -2.82598], [-0.78519, -0.93367, 4.30944], [1.28474, -0.50739, 2.41247], [0.48190, 2.85168, 0.00239], [2.67858, -1.84182, 4.60412], [0.65243, 0.91251, 5.11887], [1.81204, 4.21827, -3.15973], [-4.44932, 2.08995, 2.11946], [3.60818, 0.46190, -1.53400], [-2.24516, -0.74832, 0.27034], [-2.59451, 4.54759, -2.12654], [2.45596, 3.23465, -1.38094], [0.42960, -3.91224, -2.64205], [-3.54390, 4.14195, -3.89060], [5.05252, -3.16085, 2.60457], [-3.71031, -3.51766, 2.98649], [-3.33136, 0.72457, 0.47112], [-5.54948, -2.55306, 1.79098], [-3.33816, 0.90035, -6.40746], [-2.18867, 1.71732, -3.92570], [5.21897, -2.82444, 0.50051], [1.09241, 4.94155, -5.04195], [-0.35121, -3.66530, 4.42368], [4.36905, -2.85488, 3.76983], [3.12688, -0.61246, -4.11750], [5.89011, -3.84043, 2.63592], [-5.20668, 3.11596, -1.00658], [-0.61784, 2.10968, 2.54921], [7.41388, 0.54725, -0.97288], [-1.17726, 2.28558, -1.68056], [4.42478, 1.17685, -2.40000], [3.24398, -2.05631, 3.70959], [2.82501, -1.50664, 2.50433], [-3.12008, -0.28838, -2.71920], [-5.07146, -3.43429, 2.75143], [-5.72282, 3.63277, 1.35264], [-0.95564, 1.05864, -1.42611], [-1.55028, -1.72688, 5.15156], [-1.64738, 0.78454, -3.95054], [3.15842, 3.11253, 4.59709], [-1.31182, -3.08835, 5.24020], [0.24009, -1.49587, 3.54761], [-1.02493, 0.11565, 4.22725], [0.51865, -3.81348, -5.20901], [1.64506, 2.90805, 6.09865], [1.22032, 4.08009, -4.40456], [-2.24373, -1.99651, -3.59268], [-2.57168, -1.72128, -1.20397], [-1.75954, -2.80403, 2.43915], [3.98807, 1.73930, -3.21193], [5.54996, -0.21526, -0.27280], [3.58589, 4.00275, 5.03508], [-4.64176, 2.31827, 3.15598], [1.97323, 3.11668, -2.34186], [3.51221, 1.06863, 1.93368], [1.78612, 0.41512, -1.62700], [0.36022, 2.71089, -5.80662], [-2.37844, -1.65422, -4.60795], [-0.88875, 0.99020, 1.99299], [-3.15956, 0.45814, 2.58939], [0.07958, -3.03485, -3.20362], [-4.76265, 2.53341, -0.21125], [0.80940, 2.82996, -4.83081], [-3.73194, 3.28824, -4.88105], [-3.74159, 1.25348, -1.57118], [2.06775, 2.50346, 5.19120], [1.55272, 1.85349, -2.75519], [-2.65388, -1.24603, -2.54294], [5.79572, 1.18637, -2.21701], [-2.82354, -2.70904, 2.28825], [2.24457, -1.19449, -3.88684], [-5.04149, 2.83156, 1.10958], [4.68345, -2.57960, 1.40429], [-2.03239, 2.60311, -2.86260], [1.80587, -2.20706, -4.81223], [-2.71751, 3.81832, -2.91539], [4.18055, -0.27943, -0.48973], [0.18258, 0.16808, 0.32538], [-5.75840, -4.07515, 3.28855], [0.40396, -2.88368, 3.56918], [-2.51678, -3.58068, -0.09230], [0.59062, -2.10934, -0.55329], [-0.72610, 3.23521, -1.01910], [3.10283, 1.47182, 2.85431], [-3.06155, 2.07358, -4.93676], [-3.61074, 1.04402, 1.80209], [-6.60885, -2.50427, 1.57936], [-1.49576, -3.26354, -3.36823], [-5.04393, -1.07331, 0.33695], [3.61551, -1.68975, 1.36927], [0.80230, -3.03740, -4.51065]], "atomic_forces_ev_per_a": [[0.0473, -0.1280, 0.0256], [0.0646, -0.0042, -0.1114], [0.2072, -0.1337, 0.1120], [0.1235, -0.1564, 0.1346], [0.0337, -0.1012, 0.0905], [0.0017, -0.0721, -0.0863], [0.4082, -0.1761, -0.1881], [-0.4292, -0.1470, 0.1028], [0.0095, 0.0270, -0.0566], [-0.3734, -0.3435, 0.2318], [0.0515, 0.0178, -0.0563], [-0.0246, -0.0427, -0.0195], [-0.0756, -0.1322, 0.0025], [-0.3005, -0.0317, 0.2537], [-0.3053, 0.1233, -0.2161], [-0.0842, -0.0010, 0.0401], [-0.0396, 0.0350, -0.0035], [0.0066, 0.0520, 0.3828], [0.1381, 0.0264, -0.3052], [0.0415, -0.0338, 0.0011], [-0.4191, 0.1060, -0.4339], [-0.1081, 0.0608, -0.0802], [0.1296, -0.0806, 0.0449], [0.0629, 0.0430, -0.0390], [-0.0073, -0.2132, -0.1032], [0.0883, -0.2037, 0.0221], [0.0228, -0.0909, 0.0859], [0.0124, -0.0241, 0.0485], [0.0387, -0.1555, -0.1250], [-0.0186, -0.0541, -0.0747], [0.7422, -0.3404, 0.0345], [0.0485, -0.2868, -0.1585], [-0.0121, 0.0209, 0.0347], [0.0066, 0.0958, 0.0444], [0.0161, 0.0042, -0.0515], [0.3237, -0.3617, 0.3957], [0.3025, -0.2516, 0.3984], [-0.0328, -0.0351, 0.0985], [-0.0597, 0.0360, 0.0168], [0.0392, 0.0905, 0.0857], [-0.0436, -0.0153, 0.0321], [-0.1662, -0.1826, 0.6111], [-0.5180, 0.0072, 0.6014], [0.0780, -0.0624, 0.1219], [0.0422, 0.0591, 0.0610], [-0.0046, -0.0046, -0.0305], [-0.3520, 0.4556, -0.1230], [-0.0284, 0.0572, -0.0431], [-0.1065, -0.1529, 0.0484], [-0.0196, -0.0406, -0.1900], [-0.0882, 0.0235, -0.0073], [0.0338, 0.1213, 0.1263], [-0.1668, 0.2980, 0.1985], [0.0593, 0.0630, -0.1068], [-0.0154, 0.0853, -0.0654], [-0.0782, -0.1245, -0.0045], [-0.0700, -0.0058, 0.1218], [0.0111, 0.1165, -0.0315], [0.0977, -0.0580, -0.0525], [-0.0629, 0.0282, -0.0541], [0.7968, 1.2943, 0.0116], [0.0947, -0.0081, 0.0375], [0.5114, 0.7566, 0.5712], [-0.0430, -0.0866, 0.0917], [0.1326, -0.0050, -0.0787], [-0.0060, 0.0306, -0.6239], [0.0477, 0.0357, -0.0583], [0.1000, -0.1274, 0.0164], [-0.0240, 0.1239, 0.0150], [-0.1915, -0.6083, 0.0150], [0.0580, -0.0594, 0.1517], [-0.0156, -0.0579, 0.0260], [-0.1458, 0.0591, 0.0872], [0.1124, 0.0334, 0.0088], [-0.1360, 0.0363, -0.0375], [0.0379, 0.0806, 0.0310], [-0.0431, -0.0428, -0.1462], [-0.0058, 0.0454, 0.0891], [0.0418, -0.0193, -0.0676], [-0.0383, 0.0897, -0.0576], [0.5245, -0.1110, -0.4338], [0.0375, 0.0253, 0.0745], [-0.0126, 0.0131, -0.0221], [0.0030, -0.1759, 0.2591], [0.0727, 0.0338, 0.0500], [-0.0183, 0.0473, 0.1072], [-0.0176, -0.1345, -0.0205], [0.0468, 0.0120, -0.0297], [0.6702, 0.1004, -1.1810], [-0.0704, -0.0196, -0.0601], [-0.0168, 0.1795, -0.1122], [0.1094, -0.8506, -0.8849], [-0.0681, 0.0653, 0.0695], [-0.2500, 0.1071, 0.2397], [-0.1371, 0.1081, -0.0947], [-0.0161, 0.1151, -0.0714], [0.0660, -0.3138, -0.2025], [-0.0016, -0.0262, -0.0294], [0.0635, 0.0347, 0.0745], [-0.0827, 0.0092, 0.1686], [-0.5957, 0.0651, -0.3038], [0.1707, -0.0041, -0.0459], [0.0257, 0.1589, -0.1842], [-0.1200, 0.3734, 1.0500], [-0.0108, 0.0634, -0.0546], [-0.0357, -0.0476, -0.2227], [-0.2295, 0.0372, -0.4102], [-0.3827, -0.5687, -0.2854], [0.3966, -0.3091, 0.3307], [0.0763, 0.4557, -0.2705], [-0.2796, 0.6417, 0.6802], [-0.0001, 0.0054, 0.0383], [-0.0016, 0.2143, -0.0486], [0.0424, -0.0739, -0.0448], [-0.2378, 0.4546, 0.0886], [-0.5196, 0.0380, -0.3131], [0.0017, -0.0552, 0.0656], [0.0424, -0.0806, -0.1379], [0.1099, -0.0083, -0.0660], [-0.0415, 0.0223, -0.0134], [0.1082, -0.1251, 0.0683], [-0.0614, 0.0099, 0.0550], [-0.0790, 0.0279, 0.5691], [0.1563, 0.1094, -0.3202]], "mulliken_spin": [0.00, 0.00, 0.04, 0.00, 0.00, 0.00, -0.04, -0.05, 0.00, 0.00, 0.00, 0.00, -0.02, 0.01, 0.01, 0.00, 0.00, 0.04, 0.00, 0.00, 0.00, 0.00, 0.00, 0.00, 0.00, 0.00, 0.00, 0.00, 0.00, 0.28, 0.02, 0.00, 0.02, 0.00, 0.00, 0.03, 0.00, 0.00, 0.00, 0.00, 0.00, -0.03, 0.13, 0.00, 0.00, 0.03, 0.00, 0.00, 0.00, -0.01, 0.01, 0.00, -0.03, 0.00, 0.00, 0.00, 0.00, 0.00, 0.00, 0.00, 0.01, 0.00, 0.02, 0.00, 0.00, -0.02, 0.02, 0.00, 0.00, -0.02, 0.00, 0.01, 0.00, 0.00, 0.00, 0.00, 0.01, 0.00, 0.00, 0.24, 0.23, 0.00, 0.00, 0.00, 0.00, 0.00, 0.00, 0.00, 0.06, 0.00, -0.01, 0.11, 0.00, 0.07, 0.00, 0.00, 0.00, 0.00, 0.00, 0.01, 0.01, 0.00, -0.01, -0.02, 0.00, 0.00, 0.00, 0.00, 0.00, 0.00, 0.70, 0.00, 0.01, 0.03, 0.02, 0.00, 0.01, 0.00, 0.01, 0.00, 0.04, -0.01, 0.01, 0.01], "orbital_gap_ev": [6.95, 5.75], "total_energy_ha": -6957.74718, "max_force_ev_per_a": 1.5, "lumo_energy_ev": [0.3, -0.8], "homo_energy_ha": [-0.2430, -0.2404], "spin_multiplicity": 3}

# 2
{"formula": "C2H5N2", "method": "ωB97M-V/def2-TZVPD", "symbols": ["N", "C", "H", "H", "N", "H", "C", "H", "H"], "positions_angstrom": [[-0.60222, 0.27619, -0.29050], [-0.95545, -0.86236, 0.14742], [2.48321, -0.09157, 0.37878], [-1.08515, 1.02272, -0.83114], [1.51739, -0.14821, 0.31746], [-1.84724, -1.35891, -0.28226], [0.70540, 0.74514, 0.10249], [-0.10437, -1.27563, 0.65575], [0.90554, 1.75901, 0.10824]], "atomic_forces_ev_per_a": [[-0.5132, 2.1340, 0.3405], [-0.9418, -0.1826, -2.1928], [2.0116, 0.9720, 0.7846], [-0.4888, -1.3855, 0.2677], [-1.5193, -1.8112, -0.6401], [0.4003, 0.3603, 0.9107], [1.4037, -1.3004, 0.0098], [-0.1777, -1.0483, 0.7728], [-0.1749, 2.2618, -0.2532]], "mulliken_charge": [-0.02, -0.14, 0.26, 0.32, -0.44, 0.30, -0.08, 0.35, 0.44], "orbital_gap_ev": 9.90, "smiles": "[H]/N=C/[NH+]=C", "total_charge": 1, "total_energy_ha": -188.38518, "max_force_ev_per_a": 2.4, "lumo_energy_ev": -6.0, "homo_energy_ha": -0.5860}